1.
Density functional theory data (the ωB97M-V functional and the def2-TZVPD basis) for a 2-piece molecular cluster, C41H38F5N4O overall.

Its charge is +1.

Each line ends with the Mulliken charge.
CARTESIAN COORDINATES (ANGSTROEM)
F (1.782, 1.856, -7.118)  -0.2812
F (-2.725, 3.517, -4.478)  -0.3512
F (1.232, 0.892, -4.622)  -0.4066
F (-2.156, 4.521, -6.959)  -0.2793
F (0.072, 3.647, -8.305)  -0.2738
O (-2.583, 0.142, -5.499)  -0.6857
N (-1.882, -0.486, -2.090)  0.5510
N (2.988, 0.515, 0.244)  0.1791
N (-3.572, -0.695, -3.588)  0.2949
N (2.550, -2.677, 8.670)  -0.5291
C (-1.571, 3.157, -5.102)  0.2135
C (-2.565, -0.104, -4.296)  0.2261
C (-0.656, -2.149, 3.725)  0.0794
C (1.355, 4.079, 3.493)  -0.5040
C (2.633, 3.940, 2.933)  -0.9487
C (-1.357, -1.810, 2.540)  0.1872
C (2.419, 0.444, 1.469)  1.3615
C (2.490, -1.120, 3.457)  0.5947
C (-1.432, -1.115, 0.200)  -0.3693
C (2.570, -0.548, 5.834)  -1.1078
C (-2.721, -2.243, 2.493)  -0.4736
C (-0.731, 2.231, -4.483)  -0.3582
C (2.041, 1.720, 2.126)  -0.7736
C (0.414, 3.052, 3.352)  -0.8845
C (0.694, 2.296, -6.456)  0.1520
C (0.407, 1.830, -5.180)  0.2923
C (0.751, 1.887, 2.664)  0.5812
C (-4.241, -0.310, -1.247)  -1.4025
C (3.015, 1.706, -0.597)  -0.5376
C (-0.746, -1.140, 1.414)  0.7676
C (-1.079, 1.618, -3.162)  -0.3018
C (2.566, -1.906, 6.180)  0.6097
C (4.221, -0.147, -1.677)  -0.7097
C (-4.825, -1.037, -4.224)  -0.9862
C (-3.193, -3.226, 3.357)  -0.7358
C (-1.110, -3.143, 4.586)  -0.5691
C (2.591, -0.158, 4.501)  0.1981
C (2.557, -2.319, 7.554)  -0.0677
C (-3.364, -2.544, -1.987)  -1.4533
C (-1.105, -0.463, -0.983)  -0.1244
C (2.621, -2.490, 3.837)  -0.3180
C (3.688, 1.270, -1.908)  -0.2438
C (-3.263, -1.021, -2.196)  0.1217
C (-0.176, 3.205, -7.060)  0.7346
C (-1.310, 3.648, -6.377)  0.3018
C (2.979, 2.764, 2.267)  -0.0233
C (-1.408, 0.145, -3.320)  -0.0040
C (-2.380, -3.705, 4.394)  -0.5061
C (2.598, -2.874, 5.164)  -0.8990
C (3.538, -0.665, -0.406)  -0.5541
C (2.178, -0.817, 2.074)  -1.5854
H (2.609, -3.931, 5.440)  0.4851
H (4.235, -1.198, 0.258)  0.3600
H (-4.398, -2.795, -1.718)  0.4019
H (-0.234, 1.715, -2.464)  -0.0209
H (2.700, -3.247, 3.053)  0.3713
H (-2.341, -1.710, 0.145)  -0.2897
H (-3.879, -0.354, -0.215)  0.3575
H (-3.096, -3.069, -2.912)  0.4415
H (4.484, 1.966, -2.184)  0.4051
H (-2.744, -4.487, 5.060)  0.4148
H (2.731, -1.372, -0.664)  0.2758
H (3.582, 2.522, -0.128)  0.3448
H (-0.513, -0.378, -3.699)  0.4008
H (2.001, 2.103, -0.779)  0.3024
H (4.013, -0.803, -2.524)  0.3627
H (0.217, -0.651, 1.500)  -0.0851
H (-4.805, -0.678, -5.256)  0.3727
H (-4.202, -3.619, 3.221)  0.4066
H (2.570, 0.204, 6.628)  0.4849
H (-1.946, 2.144, -2.740)  0.5761
H (-3.403, -1.811, 1.756)  0.3656
H (-2.704, -2.893, -1.191)  0.3017
H (2.672, 0.900, 4.251)  0.3674
H (-4.362, 0.742, -1.537)  0.3244
H (0.275, -1.626, 3.934)  0.3949
H (5.305, -0.126, -1.521)  0.3055
H (-0.159, 0.080, -1.076)  0.4947
H (-0.586, 3.151, 3.779)  0.4536
H (2.952, 1.276, -2.719)  -0.1951
H (3.990, 2.639, 1.871)  0.5913
H (-5.662, -0.568, -3.694)  0.3212
H (1.094, 4.989, 4.037)  0.4029
H (3.369, 4.744, 3.019)  0.4126
H (0.020, 1.088, 2.532)  0.4201
H (-0.479, -3.483, 5.410)  0.4361
H (-4.980, -2.122, -4.225)  0.3116
H (-5.218, -0.810, -1.297)  0.4773
H (2.092, -1.701, 1.436)  0.2477

---

2.
Density functional theory data (the ωB97M-V functional and the def2-TZVPD basis) for C41H38InN4O2P2 as an isolated structure.

Its energy relative to the best compared isomer or geometry (same formula, charge and spin) is 10.37 kcal/mol. Its charge is +1.

Each line ends with the Mulliken charge.
CARTESIAN COORDINATES (ANGSTROEM)
In (0.286, 0.100, -0.127)  1.6076
P (2.017, 1.551, 1.408)  0.3963
P (-1.389, -1.802, 0.732)  1.5471
O (-0.351, 1.628, -1.451)  -0.5943
O (-1.214, 3.616, -1.868)  -0.6946
N (-0.845, -1.219, -2.352)  -0.1942
N (-1.339, 1.599, 1.082)  -0.5874
N (1.596, -1.375, 0.822)  0.3497
N (1.652, -0.168, -2.049)  0.5480
C (1.008, -2.866, -5.120)  -0.8897
C (-4.854, -1.526, -1.329)  -0.6306
C (-1.085, 2.642, -1.168)  0.4601
C (2.479, -1.318, -4.011)  0.5042
C (2.068, 2.037, 3.166)  0.7991
C (-3.262, -2.232, 2.772)  -1.0170
C (-3.191, -3.595, -0.487)  -0.6334
C (-4.373, -3.874, -1.152)  -0.8217
C (2.227, -2.250, -5.039)  -0.9152
C (3.175, 3.291, 4.891)  -0.7257
C (3.800, 0.364, -2.934)  -1.3841
C (2.250, 2.827, 5.814)  -0.6785
C (1.790, -2.925, 2.425)  -0.9013
C (1.242, 1.963, 5.418)  -0.7195
C (-1.959, -1.856, 2.458)  0.8479
C (-1.910, 2.552, 0.141)  -0.5262
C (1.239, 4.032, 0.739)  -0.7396
C (3.260, 4.636, -1.039)  -0.7754
C (1.092, -2.546, 1.300)  -0.2479
C (3.683, -0.595, -3.904)  -0.8596
C (2.152, 5.461, -0.940)  -0.6569
C (-1.073, -1.511, 3.477)  -0.2181
C (-2.776, -1.967, 5.107)  -0.7828
C (3.089, 2.893, 3.571)  -0.6796
C (0.177, -1.635, -3.215)  0.4652
C (2.756, 0.532, -2.016)  0.0351
C (1.144, 1.571, 4.093)  0.0888
C (3.364, 0.280, 1.367)  -0.2048
C (-3.664, -2.290, 4.095)  -0.8456
C (-5.207, -2.846, -1.559)  -0.5924
C (-0.016, -2.558, -4.217)  -0.3462
C (-1.485, -1.571, 4.796)  -1.0117
C (2.759, -1.925, 2.652)  -1.4471
C (1.457, -1.040, -3.059)  -0.1642
C (1.154, 5.180, -0.020)  -0.8213
C (3.341, 3.475, -0.286)  -0.1236
C (2.612, -0.990, 1.651)  0.2282
C (-0.127, -3.142, 0.679)  -0.8594
C (-3.672, -1.239, -0.671)  -0.4145
C (-2.849, -2.273, -0.233)  0.6028
C (2.311, 3.151, 0.588)  0.6438
H (2.317, 3.141, 6.844)  0.4107
H (0.307, 5.839, 0.093)  0.4480
H (-2.000, 3.565, 0.542)  0.4151
H (0.802, -3.562, -5.917)  0.4189
H (-0.449, -4.016, 1.250)  0.5570
H (2.994, -2.446, -5.772)  0.4415
H (-0.796, -1.308, 5.584)  0.5245
H (-1.725, -1.674, -2.584)  0.2053
H (3.462, -1.899, 3.460)  0.5053
H (3.810, 3.256, 2.851)  0.4470
H (-4.672, -2.589, 4.332)  0.4499
H (1.632, -3.806, 3.019)  0.5554
H (-0.989, -3.014, -4.333)  0.4903
H (-0.058, -1.223, 3.235)  0.3189
H (-2.061, 1.144, 1.634)  0.2784
H (4.056, 4.888, -1.725)  0.4547
H (0.033, -3.408, -0.372)  0.4477
H (0.350, 0.904, 3.786)  -0.0138
H (-2.907, 2.221, -0.160)  0.3581
H (4.204, 2.828, -0.385)  0.4634
H (3.960, 3.965, 5.201)  0.4357
H (-3.960, -2.482, 1.986)  0.3781
H (-3.092, -2.022, 6.137)  0.4084
H (-2.544, -4.396, -0.159)  0.4552
H (-3.373, -0.212, -0.492)  0.3996
H (-6.135, -3.072, -2.060)  0.4006
H (3.842, 0.220, 0.387)  0.3151
H (2.055, 6.318, -1.588)  0.4086
H (2.811, 1.287, -1.243)  0.4523
H (4.118, 0.476, 2.131)  0.5699
H (-0.955, -0.207, -2.422)  0.2408
H (0.475, 3.812, 1.476)  0.5449
H (4.485, -0.790, -4.602)  0.4607
H (-0.725, 2.088, 1.729)  0.0419
H (4.682, 0.981, -2.860)  0.5220
H (-5.503, -0.727, -1.650)  0.4475
H (-4.654, -4.899, -1.337)  0.4481
H (0.528, 1.601, 6.143)  0.4743

---

no.,energy (hartree),lowest unoccupied orbital energy (eV),highest occupied orbital energy (eV)
1,-2378.4379,-4.8851,-9.7
2,-2827.4228,-2.6497,-10.0